The following is a DFT calculation (the ωB97M-V functional and the def2-TZVPD basis) of a 2-piece molecular cluster, CH6NO2 overall in a non-equilibrium geometry.

Positions of all 10 atoms, in Å:
O 2.5556 -0.8993 -0.3754
H 2.3131 -1.8304 -0.4763
N -0.2221 -0.1403 -0.6134
C -0.6443 0.4108 0.5495
O -2.2171 0.8715 0.5570
H 1.6544 -0.4934 -0.3723
H 0.0202 0.6110 -1.2590
H -0.7506 -0.3111 1.3404
H -0.2346 1.3678 0.9043
H -2.4746 0.4135 -0.2549

## Properties
* total energy: -246.91894 hartree
* charge: -1
* HOMO-LUMO gap: 7.61 eV
* HOMO energy: -2.92 eV
* energy above the lowest of the compared OMol25 structures with the same formula, charge and spin: 79.5 kJ/mol
* largest force on an atom: 1.7 eV/A